This record from the OMol25 dataset describes a structure of composition C2H3NaORb in a non-equilibrium geometry. The level of theory is ωB97M-V/def2-TZVPD.

Geometry as XYZ:
```
8
Properties=species:S:1:pos:R:3
O 1.526 -3.008 -0.864
C 1.255 -2.212 -1.793
Na -0.368 -0.251 1.909
Rb -0.651 0.743 -1.462
H 1.627 -2.614 -2.794
C -1.008 2.075 1.420
H -1.522 2.999 1.078
H -0.859 2.268 2.505
```

Values from the calculation:
gap between HOMO and LUMO (alpha / beta)	4.2 / 4.2	eV
charge	0
⟨S²⟩	0.755
LUMO (alpha / beta)	-0.87 / -0.91	eV
HOMO energy (alpha / beta)	-5.062 / -5.075	eV
spin multiplicity	2
ΔE to the lowest compared entry with this formula, charge and spin	233.0	kJ/mol

This record from the OMol25 dataset describes the ion C2H3O2 with charge +1 in a non-equilibrium geometry. The level of theory is ωB97M-V/def2-TZVPD.

Geometry as XYZ:
```
7
Properties=species:S:1:pos:R:3
C -0.398 0.395 -0.486
C 0.348 -0.639 0.221
O 0.481 0.696 0.686
O 0.035 -0.340 1.570
H -1.454 0.516 -0.370
H -0.071 0.892 -1.546
H 1.059 -1.520 -0.075
```

Values from the calculation:
gap between HOMO and LUMO	12.9	eV
charge	+1
LUMO	-5.69	eV
HOMO energy	-18.582	eV
ΔE to the lowest compared entry with this formula, charge and spin	521.4	kJ/mol

This record from the OMol25 dataset describes a structure of composition C2H3O2P in a non-equilibrium geometry. The level of theory is ωB97M-V/def2-TZVPD.

Geometry as XYZ:
```
8
Properties=species:S:1:pos:R:3
C 1.033 0.767 -0.479
C 1.161 0.410 0.670
O -0.357 -1.741 -0.127
O -1.870 0.048 -1.115
P -0.968 -0.407 -0.138
H 1.099 1.039 -1.496
H -1.293 -0.011 1.206
H 1.194 -0.105 1.480
```

Values from the calculation:
gap between HOMO and LUMO	10.8	eV
charge	0
LUMO	-0.11	eV
HOMO energy	-10.954	eV
ΔE to the lowest compared entry with this formula, charge and spin	220.9	kJ/mol